Entry 1:
Formula: H4O2
Source: the Open Molecules 2025 dataset
Level of theory: ωB97M-V/def2-TZVPD

* HOMO-LUMO gap: 0.4235 Ha
* HOMO level: -10.889 eV
* energy above the lowest of the compared OMol25 structures with the same formula, charge and spin: 2.67 kcal/mol
* SMILES: O.O
* lowest unoccupied orbital energy: 0.634 eV

Geometry as ORCA input:
```
! wB97M-V def2-TZVPD RIJCOSX def2/J DEFGRID3
* xyz 0 1
O -0.91341 -0.54171 -0.44867
O 1.26162 0.43309 0.97981
H -1.30534 0.33463 -0.56167
H 0.55520 0.18545 0.35214
H -1.58390 -1.16241 -0.75288
H 1.98583 0.75095 0.43125
*
```

Charges per atom according to Löwdin partitioning, unit e: number 1, O, carries -0.0493; number 2, O, carries -0.0767; number 3, H, carries 0.0593; number 4, H, carries -0.0195; number 5, H, carries 0.0578; number 6, H, carries 0.0284

***

Entry 2:
Formula: C8H20Cl2F3O4PSi2
Source: the Open Molecules 2025 dataset
Level of theory: ωB97M-V/def2-TZVPD

* HOMO-LUMO gap: 0.3505 Ha
* HOMO level: -9.717 eV
* lowest unoccupied orbital energy: -0.179 eV

Geometry as ORCA input:
```
! wB97M-V def2-TZVPD RIJCOSX def2/J DEFGRID3
* xyz 0 1
Cl 2.75894 3.87383 1.32533
Cl 0.87925 2.88212 4.00380
P 1.01672 -1.03999 1.90246
Si -0.32394 0.64607 1.49037
Si -0.29153 0.84583 -1.42499
F -1.90681 -2.49891 2.04122
F -3.63673 -2.23983 3.65812
F -1.46330 -1.49883 4.28943
O 0.19755 1.58532 0.09114
O 2.54665 -0.53231 1.88051
O -2.79331 -0.25166 2.67179
O 0.72771 -0.33488 -3.68716
C 0.48978 -1.71730 -4.14968
C -2.21431 0.16306 1.39203
C 3.28678 3.76080 3.02303
C 1.02111 -0.31270 -2.22982
C -1.05376 -2.24220 -3.95450
C -2.39098 -1.58981 3.09972
C 2.62137 2.60665 3.75559
C -2.20227 -1.12785 -4.35607
H 1.01677 -1.41939 -1.79525
H -1.20677 -2.70219 -2.86396
H -2.45673 -0.55892 0.48095
H 0.69862 -1.72871 -5.32444
H 1.27410 -2.48257 -3.68292
H -0.21809 1.56114 2.65563
H 2.09759 0.17631 -2.13193
H -3.16748 -1.71277 -4.73043
H -1.54733 0.11024 -1.38235
H -2.75923 1.18663 1.10535
H -0.50883 1.96641 -2.37497
H 2.74197 1.66262 3.21453
H -2.49335 -0.50100 -3.40674
H 0.84776 -1.65363 3.20734
H 0.90957 -2.06948 0.88843
H -1.79753 -0.47882 -5.24223
H -1.21749 -3.15793 -4.70259
H 3.07866 4.71964 3.50784
H 4.37118 3.61567 3.00780
H 3.06768 2.48932 4.74760
*
```

Here are the Löwdin charges for atoms 1 to 8, given in e: number 1, Cl, carries 0.5496; number 2, Cl, carries 0.5640; number 3, P, carries 0.6307; number 4, Si, carries 0.4556; number 5, Si, carries 0.6055; number 6, F, carries 0.0300; number 7, F, carries 0.0172; number 8, F, carries 0.0036

***

Entry 3:
Formula: C4H11NP
Source: the Open Molecules 2025 dataset
Level of theory: ωB97M-V/def2-TZVPD

* HOMO-LUMO gap (alpha / beta): 0.3292 / 0.3292 Ha
* HOMO level (alpha / beta): -12.923 / -12.923 eV
* energy above the lowest of the compared OMol25 structures with the same formula, charge and spin: 50.43 kcal/mol
* SMILES: C=[N+](C)[PH2]=CC
* lowest unoccupied orbital energy (alpha / beta): -3.965 / -3.965 eV

Geometry as ORCA input:
```
! wB97M-V def2-TZVPD RIJCOSX def2/J DEFGRID3
* xyz 1 1
P -0.47062 1.08784 -0.21466
N 1.29490 -0.02998 -0.11882
C -1.81196 0.18707 -0.54633
C -2.60050 -0.51508 0.51346
C 1.14538 -1.17309 -0.62111
C 2.53135 0.47846 0.39414
H 0.04754 1.91890 -1.17572
H 3.38138 0.19816 -0.22488
H 2.71048 0.07954 1.39504
H 0.15627 -1.46336 -0.95708
H -2.41560 -1.58921 0.49181
H -0.26967 1.57459 1.05651
H -2.11180 0.08524 -1.57946
H -2.34386 -0.15483 1.50735
H 1.95616 -1.88778 -0.72958
H 2.46467 1.56475 0.46104
H -3.66412 -0.36121 0.34828
*
```

Here are the Löwdin charges for atoms 1 to 8, given in e: number 1, P, carries 1.0156; number 2, N, carries -0.2437; number 3, C, carries -0.4319; number 4, C, carries -0.1606; number 5, C, carries 0.0596; number 6, C, carries -0.0728; number 7, H, carries 0.0137; number 8, H, carries 0.1045

***

Entry 4:
Formula: C17H25N3O3
Source: the Open Molecules 2025 dataset
Level of theory: ωB97M-V/def2-TZVPD

* HOMO-LUMO gap: 0.3041 Ha
* HOMO level: -7.786 eV
* energy above the lowest of the compared OMol25 structures with the same formula, charge and spin: 31.59 kcal/mol
* SMILES: COc1ccc(N2C[C@@H](NC(=O)NCCC(C)C)CC2=O)cc1
* lowest unoccupied orbital energy: 0.488 eV

Geometry as ORCA input:
```
! wB97M-V def2-TZVPD RIJCOSX def2/J DEFGRID3
* xyz 0 1
O 1.79461 -2.67971 -2.78223
O 1.26545 -0.75328 1.80224
O -4.14751 -1.29306 -4.98402
N 2.68872 0.65941 2.86107
N 2.49674 0.72684 0.57678
N 0.54247 -0.90703 -2.01308
C 1.39185 1.52736 4.78789
C -0.85956 0.82570 3.86263
C 2.18977 0.36739 4.18664
C -0.45944 3.19335 4.57942
C 2.17002 0.18449 -0.72488
C -1.82140 -0.46938 -2.33783
C -2.95879 -1.25078 -4.31490
C 2.59303 -1.26418 -0.97362
C 1.62326 -1.73679 -2.04544
C -0.61827 -1.71052 -3.99599
C -4.19948 -1.98026 -6.20962
C -1.77033 -1.82189 -4.75364
C 0.65684 0.11592 -0.99087
C -0.62515 -1.03579 -2.77985
C 0.17141 1.94714 3.95982
C 2.08578 0.14134 1.75222
C -2.96728 -0.57400 -3.09585
H -1.13939 0.47824 4.85496
H 2.63925 0.83924 -1.46696
H 0.26084 4.00707 4.63822
H 0.25274 1.06527 -1.34865
H 0.29212 -2.16499 -4.34784
H -3.53409 -1.52910 -6.95325
H 2.05685 2.38938 4.89861
H 3.23996 1.49829 2.76859
H 0.14485 -0.18466 -0.07106
H -0.81365 2.97620 5.58491
H 1.06433 1.23255 5.78658
H -3.89393 -0.13877 -2.75666
H -1.30530 3.52865 3.98405
H 2.41672 -1.85945 -0.07495
H 3.62767 -1.38800 -1.28701
H 3.04008 0.13569 4.83699
H -0.46870 -0.01262 3.29297
H 1.56854 -0.52364 4.09225
H -1.72112 -2.35697 -5.68860
H -1.75515 1.18477 3.36046
H -3.94464 -3.03821 -6.08916
H 3.32138 1.30322 0.61595
H -5.22989 -1.89552 -6.55178
H -1.86773 0.04415 -1.39108
H 0.50553 2.19696 2.94557
*
```

Here are the Löwdin charges for atoms 1 to 8, given in e: number 1, O, carries 0.0759; number 2, O, carries 0.0507; number 3, O, carries -0.0891; number 4, N, carries 0.0616; number 5, N, carries 0.1038; number 6, N, carries 0.0171; number 7, C, carries -0.1716; number 8, C, carries -0.0684

***

no.,M (g/mol)
1,36.03
2,395.29
3,104.11
4,319.41